1.
A structure of composition C5H10OS in a non-equilibrium geometry, computed with ωB97M-V/def2-TZVPD.

As for the LUMO energy: 0.8383 eV. The calculation puts the largest force on an atom at 0.103 Eh/bohr. The energy relative to the best compared isomer or geometry (same formula, charge and spin) is 3.739 eV. The total energy is -18226.1600 eV.

Atoms and positions in Å:
1 C -1.41747 -1.65662 0.44792
2 C 0.14651 -0.37201 0.32195
3 C -0.69320 0.74974 -0.20818
4 C 1.24742 -0.98403 -0.44174
5 C -0.53062 2.07991 0.45689
6 O -3.24577 -0.07901 -0.89929
7 S -2.33084 -0.05517 0.26985
8 H -1.22588 -2.43615 -0.31874
9 H -1.90985 -2.12436 1.32554
10 H 0.49025 -0.29221 1.44437
11 H -0.57435 0.84872 -1.33536
12 H 1.87060 -0.11248 -0.82468
13 H 1.05736 -1.47065 -1.40439
14 H 1.80573 -1.86513 -0.01074
15 H 0.55864 2.39884 0.20972
16 H -0.65690 1.89457 1.57794
17 H -1.04078 2.88367 0.10479


2.
An isolated molecule of C5H10OS2 in a non-equilibrium geometry, computed with ωB97M-V/def2-TZVPD.

As for the LUMO energy: 0.0263 eV. The SMILES is CSC(=S)CCCO. The calculation puts the largest force on an atom at 0.043 Eh/bohr. The energy relative to the best compared isomer or geometry (same formula, charge and spin) is 0.445 eV. The total energy is -29064.4733 eV.

Atoms and positions in Å:
1 C -0.47926 2.37960 0.12944
2 C -1.73549 -0.19233 0.00287
3 C -0.55537 -0.59578 0.89740
4 C 0.39323 -1.54990 0.18886
5 C 1.12895 -0.89858 -0.99119
6 H -0.54531 3.36850 -0.28060
7 H 0.44672 1.94994 -0.12064
8 H -0.58628 2.54095 1.24160
9 H -0.02723 0.33093 1.30700
10 H -0.99868 -1.18032 1.73853
11 H -0.11090 -2.42533 -0.16857
12 H 1.12944 -1.84024 0.90531
13 H 1.77931 -1.68479 -1.50401
14 H 0.38574 -0.52918 -1.70300
15 H 2.58349 -0.07682 -0.01323
16 O 1.90480 0.24381 -0.59495
17 S -1.86068 1.43722 -0.56884
18 S -2.85248 -1.27768 -0.46597


3.
An isolated molecule of C5H10S in a non-equilibrium geometry, computed with ωB97M-V/def2-TZVPD.

As for the LUMO energy: 0.1135 eV. The SMILES is CC(=S)C(C)C. The calculation puts the largest force on an atom at 0.048 Eh/bohr. The energy relative to the best compared isomer or geometry (same formula, charge and spin) is 1.089 eV. The total energy is -16181.3881 eV.

Atoms and positions in Å:
1 C -0.65067 -1.55176 0.63938
2 C -0.25699 -0.54768 -0.48260
3 C -1.27268 0.51220 -0.80856
4 C 1.18966 0.12238 -0.21868
5 C 1.30553 1.42538 0.54987
6 H -0.05882 -2.49452 0.40331
7 H -1.72140 -1.81767 0.56618
8 H -0.30056 -1.16656 1.62952
9 H -0.00549 -1.06537 -1.41743
10 H -2.26070 0.03180 -1.00390
11 H -1.40667 1.09745 0.10099
12 H -0.97591 1.16856 -1.68838
13 H 1.35152 1.10547 1.58287
14 H 2.17463 1.99281 0.12392
15 H 0.38338 1.95182 0.46859
16 S 2.50519 -0.76430 -0.44508


4.
A cluster of 2 separate species, C5H10S in total in a non-equilibrium geometry, computed with ωB97M-V/def2-TZVPD.

As for the LUMO energy: 0.4767 eV. The calculation puts the largest force on an atom at 0.070 Eh/bohr. The energy relative to the best compared isomer or geometry (same formula, charge and spin) is 4.469 eV. The total energy is -16178.0081 eV.

Atoms and positions in Å:
1 C 2.21112 -1.04749 -1.00905
2 C 1.71615 -2.24036 -0.95179
3 C -0.12532 -0.02735 0.51322
4 C -1.09504 0.15714 -0.64123
5 C 0.02729 2.94056 0.70194
6 S 0.60995 1.23191 1.27612
7 H 1.68843 -0.23513 -1.49017
8 H 3.21878 -0.84543 -0.72877
9 H 2.28015 -2.99429 -0.39063
10 H 0.61782 -2.52007 -1.07159
11 H -1.82379 0.90393 -0.40429
12 H -1.35456 -0.84583 -0.99869
13 H -0.43580 0.71901 -1.39653
14 H 0.57268 3.03985 -0.17101
15 H 0.38194 3.63356 1.40413
16 H -1.10004 3.08404 0.61722


5.
An isolated molecule of C5H10S in a non-equilibrium geometry, computed with ωB97M-V/def2-TZVPD.

As for the LUMO energy: 1.0364 eV. The SMILES is C1CCSCC1. The calculation puts the largest force on an atom at 0.035 Eh/bohr. The energy relative to the best compared isomer or geometry (same formula, charge and spin) is 0.000 eV. The total energy is -16182.4774 eV.

Atoms and positions in Å:
1 S -1.06392 -0.11280 -0.06357
2 C -0.09645 1.08046 -1.06505
3 C -0.42151 0.24710 1.62639
4 C 1.40993 0.94220 -0.76159
5 C 1.10708 0.18086 1.77093
6 C 1.86172 1.04575 0.73636
7 H -0.33042 0.88219 -2.14408
8 H -0.42387 2.11276 -0.83952
9 H -0.91699 -0.41164 2.31952
10 H -0.72948 1.24961 1.87200
11 H 1.69526 -0.05245 -1.14260
12 H 1.94535 1.67749 -1.38401
13 H 1.43116 -0.86474 1.66202
14 H 1.38077 0.56952 2.77259
15 H 1.68570 2.07538 1.11069
16 H 2.92344 0.87100 0.80990


6.
An isolated molecule of C5H10S in a non-equilibrium geometry, computed with ωB97M-V/def2-TZVPD.

As for the LUMO energy: 1.0399 eV. The SMILES is SCCC1CC1. The calculation puts the largest force on an atom at 0.068 Eh/bohr. The energy relative to the best compared isomer or geometry (same formula, charge and spin) is 1.803 eV. The total energy is -16180.6747 eV.

Atoms and positions in Å:
1 C -0.54596 -0.65769 -0.45138
2 C 0.83644 -0.16042 0.06093
3 C 0.92843 1.14231 0.97643
4 C -0.10172 1.67257 1.92285
5 C 0.24373 2.47119 0.69475
6 H -0.14276 -3.05146 -0.74865
7 H -1.24712 -0.87151 0.32585
8 H -1.05742 0.05178 -1.12992
9 H 1.34822 -1.00393 0.57202
10 H 1.53368 0.20817 -0.70474
11 H 1.92837 1.19384 1.31799
12 H -1.14062 1.46489 1.91263
13 H 0.32330 2.08379 2.95445
14 H 0.81730 3.45731 0.76872
15 H -0.52644 2.45151 -0.07725
16 S -0.62512 -2.04951 -1.52579


7.
An isolated molecule of C5H10S3 in a non-equilibrium geometry, computed with ωB97M-V/def2-TZVPD.

As for the LUMO energy: 0.6819 eV. The SMILES is S/C=C\CCC(S)S. The calculation puts the largest force on an atom at 0.056 Eh/bohr. The energy relative to the best compared isomer or geometry (same formula, charge and spin) is 1.757 eV. The total energy is -37851.2156 eV.

Atoms and positions in Å:
1 C 0.29191 0.72301 -0.32287
2 C 1.39848 0.46793 0.67380
3 C -1.08454 0.30795 0.11260
4 C 2.72352 0.38591 0.46618
5 C -1.32548 -1.15222 0.32622
6 S 3.22819 0.46431 -1.24552
7 S -1.15577 -2.21878 -1.15645
8 S -2.97077 -1.53825 0.95109
9 H 0.33855 1.72863 -0.64847
10 H 0.68571 0.17828 -1.17670
11 H 1.20259 0.64401 1.75216
12 H -0.56563 -1.40763 1.00829
13 H -1.25551 0.86769 1.12221
14 H -1.75370 0.61171 -0.76412
15 H 3.45030 0.16540 1.26687
16 H 2.43840 1.63955 -1.41579
17 H -2.10858 -1.56324 -1.86180
18 H -3.53769 -0.30425 0.91231


8.
A cluster of 2 separate species, C5H10Si in total in a non-equilibrium geometry, computed with ωB97M-V/def2-TZVPD.

As for the LUMO energy: 0.7415 eV. The SMILES is C=[Si](C)C.C#C. The calculation puts the largest force on an atom at 0.061 Eh/bohr. The energy relative to the best compared isomer or geometry (same formula, charge and spin) is 3.197 eV. The total energy is -13220.6410 eV.

Atoms and positions in Å:
1 C -4.05190 0.46466 -0.31018
2 C -3.33079 -0.51196 -0.20728
3 C -0.19232 1.19479 0.73743
4 C 0.88172 -1.64255 0.28427
5 C 2.71992 0.80688 -0.63096
6 Si 1.06506 0.24690 0.10493
7 H -4.75125 1.25065 -0.40317
8 H -0.22089 2.18349 1.06599
9 H -2.63489 -1.29363 -0.09783
10 H -1.22571 0.70944 0.77142
11 H 0.29060 -1.83054 1.11976
12 H 0.51633 -2.23249 -0.54829
13 H 1.77307 -2.13413 0.49225
14 H 2.58475 1.77730 -0.90983
15 H 3.62307 0.77312 -0.00788
16 H 2.95323 0.23807 -1.46061